(1)
Entry from the OMol25 dataset: one molecule with the formula C4H8O3 (the ωB97M-V functional and the def2-TZVPD basis).

Structure (ORCA input):
```
! RIJCOSX wB97M-V def2-TZVPD def2/J DEFGRID3
* xyz 0 1
C -2.64 -0.26 0.03
O -1.54 0.61 0.29
C -0.34 0.11 -0.05
O -0.25 -0.98 -0.63
C 0.80 0.87 0.38
C 2.02 0.50 -0.37
O 2.21 -0.92 0.33
H -2.51 -1.21 0.54
H -3.53 0.26 0.40
H -2.74 -0.45 -1.04
H 0.67 1.87 0.79
H 1.54 -0.37 1.05
H 1.96 0.27 -1.44
H 2.90 1.10 -0.15
H 1.46 -1.40 -0.12
*
```

Output
HOMO energy, eV: -8.513
Orbital gap, Eh: 0.345
Calculated total energy, eV: -10417.647
ΔE to the lowest compared entry with this formula, charge and spin, kJ/mol: 323.87
Molecular weight, g mol⁻¹: 104.1

=====

(2)
Entry from the OMol25 dataset: a 7-piece molecular cluster, C28H77N7O7 overall at a distorted geometry (the ωB97M-V functional and the def2-TZVPD basis).

Structure (ORCA input):
```
! RIJCOSX wB97M-V def2-TZVPD def2/J DEFGRID3
* xyz 1 2
C -9.62 10.32 22.92
C -8.64 11.42 22.54
C -7.34 11.16 23.28
O -6.57 12.33 23.11
C -5.17 12.30 23.30
N -8.46 11.49 21.11
H -10.53 10.73 22.49
H -9.74 10.32 24.00
H -9.48 9.34 22.45
H -8.94 12.39 22.92
H -6.83 10.24 22.99
H -7.44 11.15 24.36
H -4.64 13.23 23.09
H -4.81 11.49 22.67
H -4.81 12.03 24.29
H -9.36 11.81 20.80
H -7.80 12.23 20.89
C -12.99 8.99 22.44
C -13.94 9.36 23.62
C -13.47 10.54 24.52
O -12.36 10.10 25.15
C -11.82 11.07 26.06
N -15.28 9.48 23.11
H -11.95 8.83 22.72
H -13.12 9.75 21.67
H -13.29 8.05 21.99
H -13.88 8.55 24.34
H -14.23 10.85 25.24
H -13.23 11.46 23.98
H -12.54 11.47 26.77
H -11.31 11.91 25.60
H -11.06 10.68 26.74
H -15.47 8.69 22.52
H -15.91 9.43 23.90
C -7.42 6.41 23.63
C -6.03 6.46 24.23
C -5.30 7.77 23.95
O -3.87 7.56 24.21
C -3.14 8.81 24.17
N -6.12 6.20 25.72
H -7.45 6.43 22.54
H -7.97 7.31 23.90
H -7.95 5.49 23.88
H -5.45 5.63 23.83
H -5.76 8.54 24.57
H -5.41 8.04 22.90
H -2.07 8.65 24.18
H -3.33 9.46 25.03
H -3.38 9.40 23.28
H -6.81 5.47 25.84
H -6.41 7.04 26.20
C -0.02 10.01 22.31
C -1.17 10.87 21.76
C -1.52 12.04 22.69
O -2.01 11.67 23.97
C -2.11 12.74 24.93
N -0.87 11.25 20.40
H 0.98 10.43 22.18
H 0.00 8.99 21.93
H -0.15 9.82 23.37
H -2.06 10.25 21.65
H -2.16 12.68 22.09
H -0.61 12.64 22.75
H -2.35 13.66 24.40
H -1.09 12.88 25.27
H -2.92 12.53 25.63
H -1.58 11.83 19.96
H -0.85 10.36 19.93
C -5.82 9.57 19.42
C -6.22 8.07 19.54
C -7.69 7.93 20.07
O -8.19 6.61 20.17
C -9.62 6.55 20.42
N -6.00 7.39 18.30
H -4.76 9.65 19.21
H -6.12 10.13 20.30
H -6.43 10.09 18.68
H -5.55 7.64 20.28
H -8.31 8.51 19.39
H -7.78 8.43 21.03
H -10.16 6.92 19.55
H -9.84 7.06 21.35
H -9.94 5.51 20.48
H -6.20 6.40 18.40
H -6.76 7.60 17.67
C -8.45 13.41 26.81
C -7.51 13.74 28.00
C -8.10 14.73 28.98
O -8.46 15.93 28.30
C -9.10 16.86 29.18
N -7.12 12.59 28.69
H -9.38 12.95 27.15
H -8.02 12.68 26.13
H -8.71 14.20 26.10
H -6.66 14.18 27.48
H -7.36 14.95 29.74
H -8.97 14.26 29.43
H -10.13 16.55 29.37
H -9.17 17.79 28.62
H -8.57 16.94 30.13
H -7.92 12.30 29.23
H -7.03 11.79 28.08
C -11.04 9.94 18.76
C -10.67 11.32 18.33
C -11.42 12.44 19.20
O -11.14 12.39 20.60
C -11.83 13.35 21.36
N -9.23 11.49 18.26
H -10.59 9.20 18.09
H -12.10 9.70 18.70
H -10.84 9.67 19.80
H -11.02 11.45 17.30
H -12.47 12.26 18.96
H -11.19 13.42 18.76
H -12.79 13.62 20.90
H -11.21 14.24 21.45
H -12.02 13.05 22.39
H -8.93 10.99 19.09
H -8.96 12.46 18.38
*
```

Output
HOMO energy (spin up / spin down), eV: -10.997 / -10.997
Orbital gap (spin up / spin down), Eh: 0.299 / 0.089
Calculated total energy, eV: -55033.542
ΔE to the lowest compared entry with this formula, charge and spin, kJ/mol: 43.61
Molecular weight, g mol⁻¹: 624.0

=====

(3)
Entry from the OMol25 dataset: C19H40P2Pt as an isolated structure at a distorted geometry (the ωB97M-V functional and the def2-TZVPD basis).

Structure (ORCA input):
```
! RIJCOSX wB97M-V def2-TZVPD def2/J DEFGRID3
* xyz 0 3
P -1.76 -0.28 0.83
P 1.36 -0.53 0.73
C -0.87 0.53 -0.56
C 0.48 -0.15 -0.84
H -0.75 1.58 -0.29
H -1.52 0.50 -1.44
H 0.36 -1.11 -1.37
H 1.13 0.49 -1.45
C 2.22 1.00 1.17
H 2.89 0.81 2.02
H 1.49 1.77 1.45
H 2.81 1.34 0.32
C 2.57 -1.81 0.38
H 3.20 -1.51 -0.47
H 2.06 -2.75 0.14
H 3.22 -1.96 1.26
C -3.01 0.89 1.39
H -3.70 0.42 2.10
H -3.58 1.25 0.52
H -2.53 1.74 1.90
C -2.65 -1.65 0.04
H -1.95 -2.43 -0.26
H -3.19 -1.28 -0.84
H -3.38 -2.06 0.75
Pt -0.18 -1.01 2.29
C 1.34 1.09 -4.47
C 1.59 2.17 -3.73
C 0.97 3.53 -3.87
C -0.42 3.59 -4.53
C -1.48 2.73 -3.90
C -1.75 1.44 -4.15
C -1.09 0.56 -5.17
C 0.34 0.95 -5.59
C -1.72 -1.39 3.62
H 1.98 0.21 -4.31
H 2.41 2.12 -3.00
H 1.64 4.18 -4.46
H 0.92 4.01 -2.88
H -0.76 4.64 -4.48
H -0.31 3.37 -5.60
H -2.15 3.26 -3.20
H -2.62 0.99 -3.65
H -1.71 0.53 -6.08
H -1.09 -0.47 -4.79
H 0.70 0.17 -6.28
H 0.28 1.86 -6.20
H -1.52 -2.37 4.09
H -2.71 -1.39 3.14
H -1.66 -0.59 4.36
C 0.74 -1.19 5.95
C 1.33 -2.19 4.96
C 0.72 -3.57 5.14
C 1.41 -1.70 3.49
H -0.35 -1.12 5.84
H 1.17 -0.19 5.83
H 0.98 -1.52 6.98
H 2.40 -2.30 5.23
H -0.37 -3.58 4.99
H 1.17 -4.29 4.45
H 0.93 -3.92 6.16
H 1.84 -2.52 2.90
H 2.14 -0.87 3.46
*
```

Output
HOMO energy (spin up / spin down), eV: -3.158 / -8.163
Orbital gap (spin up / spin down), Eh: 0.137 / 0.236
Calculated total energy, eV: -42171.812
ΔE to the lowest compared entry with this formula, charge and spin, kJ/mol: 0.00
Molecular weight, g mol⁻¹: 525.6

=====

(4)
Entry from the OMol25 dataset: C47H59N4O2SiSn as an isolated structure at a distorted geometry (the ωB97M-V functional and the def2-TZVPD basis).

Structure (ORCA input):
```
! RIJCOSX wB97M-V def2-TZVPD def2/J DEFGRID3
* xyz -1 1
Sn -0.31 0.42 1.01
C -1.28 -5.42 1.10
C -1.55 -4.04 1.71
C -0.22 -3.43 2.17
C -2.42 -3.23 0.75
C -3.75 -3.67 0.68
C -4.66 -3.11 -0.19
C -4.26 -2.08 -1.03
C -2.96 -1.59 -0.97
C -2.56 -0.45 -1.89
C -2.30 -0.96 -3.31
C -3.59 0.68 -1.90
C -2.03 -2.16 -0.08
N -0.76 -1.58 0.01
C 0.28 -2.02 -0.76
C 1.48 -1.33 -0.77
N 1.68 -0.23 0.03
C 2.59 0.76 -0.38
C 2.36 1.49 -1.58
C 3.17 2.57 -1.89
C 4.21 2.96 -1.06
C 4.47 2.21 0.08
C 3.69 1.11 0.43
C 4.12 0.33 1.66
C 4.30 -1.17 1.39
C 3.17 0.54 2.84
C 1.22 1.15 -2.53
C 0.21 2.30 -2.64
C 1.75 0.78 -3.92
C 2.40 -2.00 -1.69
C 3.69 -1.80 -2.13
C 4.23 -2.68 -3.09
C 3.51 -3.72 -3.64
C 2.17 -3.95 -3.22
C 1.27 -4.94 -3.69
C -0.01 -4.98 -3.20
C -0.49 -4.08 -2.22
C 0.37 -3.13 -1.71
C 1.68 -3.09 -2.25
H -0.77 -6.07 1.82
H -0.65 -5.33 0.22
H -2.21 -5.91 0.81
H -2.15 -4.18 2.61
H 0.51 -3.41 1.36
H 0.19 -4.04 2.98
H -0.35 -2.41 2.52
H -4.07 -4.46 1.35
H -5.68 -3.48 -0.22
H -4.97 -1.66 -1.73
H -1.62 -0.03 -1.51
H -3.18 -1.48 -3.70
H -1.46 -1.66 -3.32
H -2.06 -0.13 -3.97
H -4.47 0.42 -2.50
H -3.15 1.58 -2.34
H -3.92 0.92 -0.89
H 2.98 3.14 -2.79
H 4.82 3.81 -1.30
H 5.31 2.48 0.71
H 5.10 0.73 1.95
H 3.35 -1.62 1.13
H 4.69 -1.67 2.28
H 5.00 -1.34 0.58
H 2.21 0.07 2.62
H 3.01 1.60 3.02
H 3.58 0.09 3.75
H 0.69 0.28 -2.15
H 0.68 3.21 -3.01
H -0.23 2.52 -1.66
H -0.60 2.03 -3.32
H 2.27 1.63 -4.38
H 0.93 0.49 -4.57
H 2.45 -0.05 -3.86
H 4.29 -0.98 -1.76
H 5.24 -2.52 -3.42
H 3.97 -4.37 -4.38
H 1.59 -5.65 -4.44
H -0.70 -5.72 -3.58
H -1.52 -4.14 -1.89
O 2.58 4.90 1.22
C 1.56 5.86 1.10
N 1.17 6.10 -0.27
C -0.09 6.02 -0.83
O -0.36 6.71 -1.80
C -1.07 5.07 -0.26
C -2.43 5.27 -0.53
C -3.36 4.37 -0.05
C -2.92 3.28 0.68
N -1.63 3.04 0.89
C -0.74 3.90 0.41
H 2.36 4.12 0.69
H 1.98 6.77 1.53
H 0.67 5.58 1.67
H 1.79 6.68 -0.80
H -2.72 6.13 -1.11
H -4.41 4.50 -0.26
H -3.60 2.55 1.11
H 0.30 3.59 0.54
C -2.44 2.19 4.22
Si -1.89 0.38 4.26
C -1.94 -0.09 6.12
C -3.22 -0.71 3.46
C -0.24 0.15 3.41
H -3.50 2.30 4.46
H -2.27 2.61 3.23
H -1.87 2.79 4.93
H -2.95 0.00 6.51
H -1.29 0.55 6.72
H -1.62 -1.13 6.27
H -4.22 -0.48 3.85
H -3.02 -1.77 3.65
H -3.24 -0.57 2.38
H 0.23 -0.78 3.74
H 0.42 0.97 3.71
*
```

Output
HOMO energy, eV: -2.723
Orbital gap, Eh: 0.181
Calculated total energy, eV: -73464.958
ΔE to the lowest compared entry with this formula, charge and spin, kJ/mol: 41.54
Molecular weight, g mol⁻¹: 858.8

=====

(5)
Entry from the OMol25 dataset: a 6-piece molecular cluster, H10O4S2 overall at a distorted geometry (the ωB97M-V functional and the def2-TZVPD basis).

Structure (ORCA input):
```
! RIJCOSX wB97M-V def2-TZVPD def2/J DEFGRID3
* xyz 1 2
S 2.11 0.00 0.85
S -2.10 -0.99 -0.19
H 3.20 -0.25 1.66
H -2.58 -2.25 -0.33
H -0.49 0.10 1.28
H 0.19 1.27 1.82
O -0.70 0.84 1.83
H 1.46 -2.20 -0.45
H -0.06 -2.58 -0.59
O 0.85 -2.84 -0.92
H -2.97 1.00 -1.11
H -4.46 1.44 -1.04
O -3.52 1.80 -1.15
H 2.45 2.38 -1.43
H 3.20 1.57 -0.32
O 3.37 2.13 -1.02
*
```

Output
HOMO energy (spin up / spin down), eV: -14.541 / -15.217
Orbital gap (spin up / spin down), Eh: 0.110 / 0.219
Calculated total energy, eV: -30007.474
ΔE to the lowest compared entry with this formula, charge and spin, kJ/mol: 557.18
Molecular weight, g mol⁻¹: 138.2

=====

(6)
Entry from the OMol25 dataset: one molecule with the formula C2H3NO at a distorted geometry (the ωB97M-V functional and the def2-TZVPD basis).

Structure (ORCA input):
```
! RIJCOSX wB97M-V def2-TZVPD def2/J DEFGRID3
* xyz 0 1
C -0.31 -0.20 -0.39
C 1.03 0.34 0.03
N 0.95 -0.69 -0.86
O 1.40 0.69 -1.23
H -0.90 -0.95 0.24
H -0.83 0.46 -1.18
H 1.61 0.32 0.93
*
```

Output
Structure (SMILES): C1[C@@H]2ON12
HOMO energy, eV: -10.401
Orbital gap, Eh: 0.424
Calculated total energy, eV: -5655.623
ΔE to the lowest compared entry with this formula, charge and spin, kJ/mol: 413.09
Molecular weight, g mol⁻¹: 57.1

=====

(7)
Entry from the OMol25 dataset: C34H46BBr2NO24 as an isolated structure at a distorted geometry (the ωB97M-V functional and the def2-TZVPD basis).

Structure (ORCA input):
```
! RIJCOSX wB97M-V def2-TZVPD def2/J DEFGRID3
* xyz 0 1
C 5.33 -1.05 5.35
C 4.93 -0.79 3.86
Br 6.08 -1.86 2.64
C 4.92 0.79 3.50
Br 6.13 1.07 1.94
C 3.44 1.07 3.10
C 2.91 0.68 1.92
C 1.42 1.00 1.70
O 0.97 1.33 0.64
C 0.55 0.85 2.99
O -0.74 0.28 2.93
N -0.49 -1.13 2.84
O -0.63 -1.65 3.87
C 1.07 1.25 4.17
C 0.30 1.10 5.48
B 0.31 2.41 6.41
O 0.96 2.43 7.65
O -0.39 3.56 5.94
C 2.50 1.83 4.08
O 2.87 2.81 4.68
H 4.52 -0.61 5.98
H 6.32 -0.59 5.59
H 5.37 -2.14 5.55
H 3.91 -1.22 3.75
H 5.22 1.39 4.38
H 3.53 0.16 1.18
H -0.76 0.79 5.34
H 0.81 0.28 6.06
H 1.90 2.66 7.47
H 0.29 4.06 5.46
C 4.19 -5.93 1.35
C 3.28 -4.97 0.62
C 3.82 -4.57 -0.73
O 3.25 -3.27 -0.90
C 3.11 -2.75 0.35
O 2.91 -1.60 0.58
O 3.21 -3.72 1.30
H 3.73 -6.26 2.29
H 4.41 -6.81 0.75
H 5.13 -5.45 1.62
H 2.27 -5.39 0.55
H 3.50 -5.24 -1.52
H 4.91 -4.48 -0.75
C 12.07 1.82 -0.14
C 10.66 2.17 -0.57
C 10.31 3.61 -0.32
O 8.89 3.54 -0.13
C 8.64 2.32 0.38
O 7.60 2.00 0.90
O 9.69 1.48 0.23
H 12.31 0.80 -0.42
H 12.80 2.49 -0.61
H 12.17 1.89 0.94
H 10.50 1.89 -1.62
H 10.56 4.26 -1.16
H 10.76 4.01 0.59
C -1.12 -0.44 -0.68
C -2.60 -0.10 -0.68
C -3.45 -1.19 -0.09
O -4.69 -1.02 -0.78
C -4.38 -0.50 -2.00
O -5.13 -0.46 -2.92
O -3.11 -0.03 -2.02
H -0.54 0.41 -1.05
H -0.78 -0.69 0.32
H -0.92 -1.27 -1.36
H -2.77 0.86 -0.19
H -3.58 -1.08 0.99
H -3.07 -2.20 -0.30
C -6.38 -1.71 -5.03
C -7.27 -2.45 -6.01
C -7.08 -1.99 -7.43
O -8.36 -2.24 -8.01
C -9.26 -2.12 -7.00
O -10.44 -2.01 -7.15
O -8.65 -2.14 -5.79
H -6.49 -2.13 -4.03
H -5.33 -1.78 -5.32
H -6.66 -0.66 -4.96
H -7.13 -3.53 -5.92
H -6.30 -2.55 -7.95
H -6.87 -0.92 -7.52
C -11.11 -3.79 -10.04
C -12.38 -3.05 -10.38
C -13.60 -3.64 -9.73
O -14.63 -3.30 -10.65
C -14.05 -3.24 -11.88
O -14.64 -3.24 -12.91
O -12.69 -3.19 -11.77
H -10.24 -3.28 -10.46
H -10.97 -3.86 -8.96
H -11.12 -4.80 -10.46
H -12.27 -1.99 -10.16
H -13.79 -3.21 -8.75
H -13.56 -4.73 -9.64
C 1.90 7.90 7.73
C 3.06 6.98 8.02
C 3.87 6.64 6.80
O 4.38 5.35 7.13
C 3.48 4.78 7.96
O 3.45 3.61 8.23
O 2.61 5.69 8.45
H 1.40 8.19 8.66
H 2.23 8.81 7.22
H 1.15 7.40 7.12
H 3.69 7.40 8.81
H 4.67 7.35 6.61
H 3.25 6.55 5.90
*
```

Output
HOMO energy, eV: -8.593
Orbital gap, Eh: 0.280
Calculated total energy, eV: -227392.471
Molecular weight, g mol⁻¹: 1023.3

=====

(8)
Entry from the OMol25 dataset: one molecule with the formula C5H10O at a distorted geometry (the ωB97M-V functional and the def2-TZVPD basis).

Structure (ORCA input):
```
! RIJCOSX wB97M-V def2-TZVPD def2/J DEFGRID3
* xyz 0 1
C -1.44 0.35 1.45
C -1.23 0.06 -0.06
C 0.17 0.45 -0.44
C 0.81 -0.05 -1.72
C 1.20 -0.55 -0.35
H -0.93 -0.35 2.13
H -2.47 0.22 1.72
H -1.16 1.35 1.79
H -2.00 0.51 -0.58
H -1.43 -1.02 -0.26
H 0.51 1.40 -0.12
H 0.25 -0.72 -2.39
H 1.59 0.51 -2.15
H 1.02 -1.60 -0.06
H 2.58 -0.38 1.03
O 2.52 -0.16 0.01
*
```

Output
Structure (SMILES): CC[C@@H]1C[C@H]1O
HOMO energy, eV: -9.679
Orbital gap, Eh: 0.390
Calculated total energy, eV: -7393.137
ΔE to the lowest compared entry with this formula, charge and spin, kJ/mol: 157.15
Molecular weight, g mol⁻¹: 86.1